Computed, not measured: C19H23As2CdF6INO8PSSbSe4 as an isolated structure, with the ωB97M-V functional and the def2-TZVPD basis.

Gap between HOMO and LUMO (spin up / spin down) in eV: 6.1 / 6.0
Relative energy (zero: lowest compared OMol25 entry of this formula, charge and spin) in kcal per mole: 2.9
Total charge: -2
E_tot in eV: -476651.187
2S+1: 2

Each line ends with the Mulliken charge.
Positions of all 68 atoms, in Å:
Cd (0.296, 0.717, -0.484)  1.644
F (-1.236, -0.753, -3.154)  -0.356
P (-1.225, 0.740, -3.793)  1.359
F (-1.145, 0.127, -5.278)  -0.384
F (-2.842, 0.711, -3.843)  -0.423
F (-1.234, 2.237, -4.365)  -0.347
F (-1.322, 1.334, -2.239)  -0.504
F (0.383, 0.762, -3.673)  -0.396
Se (3.914, 2.734, 2.726)  -0.599
Sb (2.866, 3.567, 0.650)  0.674
Se (2.632, 1.658, -0.940)  -0.613
Se (0.887, 3.774, 2.097)  -0.477
Se (3.869, 5.464, -0.417)  -0.646
I (-1.824, 0.609, 1.181)  -0.694
C (4.005, -1.638, -2.382)  -0.653
O (3.181, -2.735, -1.946)  -0.175
C (1.945, -2.375, -1.605)  -1.041
O (1.544, -1.237, -1.720)  -0.288
C (1.141, -3.480, -0.996)  1.263
C (1.149, -4.733, -1.487)  0.108
As (1.120, -4.576, -3.420)  0.178
C (0.776, -6.395, -4.085)  -1.249
C (-0.763, -3.934, -3.247)  1.713
C (-1.316, -3.266, -2.236)  -0.199
As (-0.578, -2.665, -0.450)  1.052
C (-1.489, -4.015, 0.654)  -1.419
C (-2.705, -2.738, -2.440)  -0.197
O (-3.445, -3.020, -3.349)  -0.637
O (-3.073, -1.976, -1.407)  -0.182
C (-4.302, -1.253, -1.569)  -0.734
C (-1.512, -4.130, -4.530)  -0.497
O (-2.083, -5.144, -4.850)  -0.634
O (-1.348, -3.068, -5.315)  -0.035
C (-2.157, -3.025, -6.491)  -0.900
C (0.503, -5.825, -0.718)  0.361
O (0.770, -6.079, 0.431)  -0.608
O (-0.373, -6.552, -1.435)  -0.082
C (-0.988, -7.626, -0.727)  -0.854
H (4.966, -2.078, -2.631)  0.251
H (4.102, -0.914, -1.573)  0.201
H (3.560, -1.151, -3.249)  0.320
H (1.497, -7.062, -3.613)  0.412
H (0.952, -6.389, -5.160)  0.400
H (-0.237, -6.722, -3.879)  0.301
H (-1.831, -4.876, 0.082)  0.270
H (-2.345, -3.497, 1.083)  0.429
H (-0.819, -4.342, 1.443)  0.366
H (-4.352, -0.586, -0.715)  0.222
H (-5.142, -1.946, -1.592)  0.258
H (-4.258, -0.679, -2.492)  0.263
H (-1.954, -2.060, -6.944)  0.221
H (-3.208, -3.102, -6.212)  0.329
H (-1.897, -3.838, -7.169)  0.311
H (-1.664, -8.096, -1.437)  0.241
H (-1.541, -7.251, 0.134)  0.312
H (-0.238, -8.334, -0.378)  0.319
S (3.273, -2.193, 1.231)  -0.365
C (2.122, -1.591, 2.294)  0.021
N (2.095, -0.269, 2.628)  0.403
C (1.223, 0.295, 3.492)  0.058
C (0.274, -0.459, 4.107)  -0.830
C (0.221, -1.829, 3.789)  -0.037
C (1.113, -2.380, 2.916)  -0.719
H (2.796, 0.356, 2.211)  0.169
H (1.342, 1.363, 3.611)  0.119
H (-0.444, 0.004, 4.766)  0.390
H (-0.542, -2.455, 4.236)  0.376
H (1.103, -3.433, 2.671)  0.456